Model one:
Computed, not measured: one molecule with the formula C4H6N2O2, with the ωB97M-V functional and the def2-TZVPD basis.

```
14
Properties=species:S:1:pos:R:3
C 2.5905 -0.4162 -0.3105
N 1.5322 0.2014 0.4383
N 0.2425 -0.1019 -0.1211
O -0.3770 -1.3281 0.0658
C -1.7847 -1.1088 0.0515
C -2.0334 0.2266 -0.1560
C -0.5628 0.7845 -0.1583
O -0.3682 1.9414 0.0678
H 2.7626 -0.0045 -1.3048
H 3.1962 0.2868 0.4064
H 2.3360 -1.4857 -0.4496
H 1.3781 -0.1777 1.4963
H -2.5070 -1.9552 0.3825
H -2.8857 0.8162 -0.3793
```

SMILES string	CNn1occc1=O
highest occupied orbital energy	-9.103	eV
LUMO energy	0.75	eV
molecular weight	114.10	Da

Model two:
Computed, not measured: one molecule with the formula C4H6N2O2, with the ωB97M-V functional and the def2-TZVPD basis.

```
14
Properties=species:S:1:pos:R:3
O -3.2947 -0.4249 0.0005
C -2.0736 -0.1994 0.0719
C -0.8210 -0.9555 0.0326
C 0.2462 -0.2254 -0.0244
C 1.6321 -0.7366 0.0042
O 2.5730 0.3047 0.0904
N -0.1368 1.1478 -0.1249
N -1.5685 1.1339 0.0375
H -0.8952 -1.9114 -0.2794
H 1.8256 -1.1269 1.0368
H 1.7518 -1.3945 -0.7427
H 2.5951 0.8465 -0.7720
H 0.3489 1.5761 0.7645
H -2.1829 1.9656 -0.0951
```

SMILES string	O=c1cc(CO)[nH][nH]1
highest occupied orbital energy	-9.112	eV
LUMO energy	0.47	eV
molecular weight	114.10	Da

The most stable of them is model two.

Model one:
Computed, not measured: one molecule with the formula C4H6N2O2, with the ωB97M-V functional and the def2-TZVPD basis.

```
14
Properties=species:S:1:pos:R:3
C 0.7497 0.5508 -0.9664
C 0.1619 0.4492 0.3361
C 1.0894 -0.5475 1.0796
C -1.3232 -0.3048 0.3672
O 0.9451 -0.5047 -1.7313
N -0.4212 1.4436 1.0986
N -1.9655 -0.6680 -0.6445
O 1.3621 -1.6498 0.6549
H 0.9312 -1.3156 -1.1664
H 0.9275 1.5017 -1.4580
H -0.6355 2.2625 0.5310
H -1.5500 -0.4744 -1.5525
H 1.3716 -0.1898 2.0800
H -1.6432 -0.5531 1.3716
```

highest occupied orbital energy (alpha / beta)	-7.653 / -8.873	eV
LUMO energy (alpha / beta)	-1.13 / -0.42	eV
molecular weight	114.10	Da

Model two:
Computed, not measured: one molecule with the formula C4H6N2O2, with the ωB97M-V functional and the def2-TZVPD basis.

```
14
Properties=species:S:1:pos:R:3
C 0.3314 1.0958 -1.3407
C -0.0255 0.0452 -0.5905
C 0.3928 -1.3656 -0.8632
N -1.7230 -0.0299 0.0420
N -1.7780 0.2727 1.1823
C -0.2384 0.7312 1.3471
O -0.0526 1.9168 1.4237
O 0.4048 -0.2969 1.9583
H 0.9870 0.9875 -2.2006
H 0.0372 2.1032 -1.0672
H 1.0763 -1.4257 -1.7145
H -0.4765 -1.9919 -1.0840
H 0.8936 -1.7936 0.0069
H 0.1709 -0.2487 2.9004
```

SMILES string	C=C(C)/N=N\C(=O)O
highest occupied orbital energy	-8.786	eV
LUMO energy	-1.06	eV
molecular weight	114.10	Da

Model three:
Computed, not measured: C4H6N2O2 as an isolated structure, with the ωB97M-V functional and the def2-TZVPD basis.

```
14
Properties=species:S:1:pos:R:3
C -1.3859 0.4816 0.6895
C 0.0016 0.7649 0.6979
C 0.3640 1.4535 -0.4990
C 1.0132 -0.2706 0.2615
H -0.1259 -1.4843 -0.2368
H -1.5228 -1.9569 -1.2031
H -2.2246 0.9521 1.3414
H 0.2396 1.2507 1.6967
H 0.4032 2.4343 -0.7210
H -0.6844 1.3932 -1.0662
N -0.9784 -1.1117 -0.7399
N -1.9699 -0.3288 -0.1088
O 1.5257 0.4838 -0.6979
O 1.5488 -1.3690 0.6018
```

highest occupied orbital energy	-9.167	eV
LUMO energy	0.65	eV
molecular weight	114.10	Da

Model four:
Computed, not measured: one molecule with the formula C4H6N2O2, with the ωB97M-V functional and the def2-TZVPD basis.

```
14
Properties=species:S:1:pos:R:3
N 2.2388 0.6511 -2.1615
C 1.1548 0.8007 -1.6015
C -0.2522 0.5272 -1.3889
N -0.5021 1.0996 0.0308
C 0.3879 0.4313 1.1225
C 0.0998 -0.9626 1.1639
O 0.4917 -2.1312 1.5527
O -1.1607 -1.0449 0.5926
H -1.0046 0.7951 -2.1929
H -0.4133 -0.5703 -1.4044
H -1.5397 1.1215 0.4270
H 1.5134 0.4995 1.1016
H 0.2681 0.8923 2.0324
H -1.2818 -2.1092 0.7257
```

SMILES string	N#CCNCC(=O)O
highest occupied orbital energy	-9.767	eV
LUMO energy	0.30	eV
molecular weight	114.10	Da

The most stable of them is model four.

Model one:
Computed, not measured: a 3-piece molecular cluster, C6H9N3O2 overall, with the ωB97M-V functional and the def2-TZVPD basis.

```
20
Properties=species:S:1:pos:R:3
C 0.2509 1.5400 0.6769
C -0.4277 0.3576 0.2552
C -0.7517 -0.7231 0.9339
N -1.8489 -1.3777 0.5263
C -2.3975 -0.7367 -0.6405
C -1.3074 0.3682 -1.0393
H 0.9334 1.3498 1.4794
H -0.4062 2.2718 1.0973
H 0.9507 2.1031 -0.0414
H -0.1141 -1.1171 1.6979
H -1.9455 -2.2790 0.7618
H -3.2612 -0.2188 -0.2656
H -2.5138 -1.4102 -1.4479
H -0.5996 0.1519 -1.9279
H -1.7456 1.2854 -1.2407
O 3.9082 1.2710 -0.5134
C 3.9119 0.5621 0.3868
O 4.0617 -0.2917 1.1470
N 1.2151 -1.6874 -0.6112
N 2.0873 -1.4192 -1.2343
```

SMILES string	CC1=CNCC1.O=C=O.N#N
highest occupied orbital energy	-7.181	eV
LUMO energy	0.69	eV
molecular weight	155.16	Da

Model two:
Computed, not measured: one molecule with the formula C6H9N3O2, with the ωB97M-V functional and the def2-TZVPD basis.

```
20
Properties=species:S:1:pos:R:3
C 0.5530 -2.5910 0.5501
C -0.3381 -1.4400 0.2555
C 0.3096 -0.1854 -0.2915
C -0.6959 1.0192 -0.2866
O -1.6501 1.0378 -0.9971
O -0.3835 1.9507 0.6020
C -1.2365 3.0323 0.8731
C 0.8661 -0.3611 -1.7060
N 2.1234 -0.2210 -1.7544
N 2.5287 0.1134 -0.3991
N 1.5974 0.1726 0.3609
H 1.3859 -2.7660 -0.2067
H -0.0798 -3.4251 0.7107
H 0.9523 -2.5096 1.7005
H -0.9690 -1.1457 1.0400
H -0.8871 -1.7913 -0.6246
H -1.8431 2.5106 1.5106
H -1.7956 3.3975 0.0004
H -0.7270 3.9475 1.1299
H 0.2894 -0.7454 -2.4678
```

SMILES string	CC[C@]1(C(=O)OC)C=NN=N1
highest occupied orbital energy	-9.853	eV
LUMO energy	0.09	eV
molecular weight	155.16	Da

The most stable of them is model one.

Model one:
Computed, not measured: a 2-piece molecular cluster, C5H14N4 overall, with the ωB97M-V functional and the def2-TZVPD basis.

```
23
Properties=species:S:1:pos:R:3
C 2.1311 0.5270 -0.2499
C -2.1700 1.8396 1.1211
C 0.0488 -0.9019 1.7518
N 0.0986 -0.7484 -0.3595
N 1.4332 -0.5518 -0.9393
N -0.4063 -1.9382 -0.9795
N 1.4185 -0.2808 -2.3315
C -1.1954 0.7487 0.8348
C -0.8363 0.3506 -0.3724
H 0.1201 -2.7120 -0.5768
H -1.3775 -2.0247 -0.6908
H 1.0375 -1.0958 -2.7963
H 0.8204 0.5200 -2.5453
H -1.1578 0.7133 -1.3464
H 2.1955 0.2983 0.8111
H 1.6361 1.5003 -0.3686
H 3.1308 0.5756 -0.6752
H -2.5602 2.3447 0.2259
H -3.0227 1.4493 1.6834
H 0.3425 -0.1858 2.5036
H 0.8722 -1.5793 1.5366
H -0.8500 -1.4463 2.0029
H -1.7091 2.5975 1.7604
```

highest occupied orbital energy (alpha / beta)	-7.296 / -7.296	eV
LUMO energy (alpha / beta)	0.65 / 0.65	eV
molecular weight	130.19	Da

Model two:
Computed, not measured: C5H14N4 as an isolated structure, with the ωB97M-V functional and the def2-TZVPD basis.

```
23
Properties=species:S:1:pos:R:3
C -1.7750 0.9274 0.2618
C -0.9337 -0.0482 -0.5614
N -0.6020 -1.3136 0.7678
C -1.4762 -0.3826 -1.8074
H -1.2979 -1.2575 1.5110
H -0.7132 -2.2223 0.3234
H -1.4023 1.0894 1.2763
H -1.8745 1.8944 -0.2322
H -2.7755 0.5058 0.3751
H -2.5498 -0.3737 -1.9563
H -0.8833 -0.9138 -2.5461
C 1.2349 -0.3187 0.6413
N 1.3799 0.5257 1.6711
N 2.1387 -1.3423 0.5350
N 0.8499 1.6629 -0.8002
C 0.5888 0.2344 -0.6239
H 0.9212 1.4232 1.6047
H 1.8582 0.2748 2.5202
H 1.9439 -1.9991 -0.2068
H 2.4057 -1.8157 1.3871
H 0.1910 1.9785 -1.5119
H 1.7811 1.8251 -1.1700
H 0.9904 -0.3541 -1.4589
```

highest occupied orbital energy	-5.758	eV
LUMO energy	0.61	eV
molecular weight	130.19	Da

Model three:
Computed, not measured: a 3-piece molecular cluster, C5H14N4 overall, with the ωB97M-V functional and the def2-TZVPD basis.

```
23
Properties=species:S:1:pos:R:3
C 0.6105 1.2013 -1.1802
C -0.3915 0.2626 0.4765
C -0.0307 -0.9109 -0.1921
C 1.2973 -1.5734 0.0221
N -0.2963 2.2231 -1.5829
N 1.8119 1.6167 -0.5631
N 0.1952 0.6763 1.6533
C -1.6576 -2.0119 0.8149
N -2.7270 -1.6160 0.2623
H 0.8140 0.5486 -2.0270
H -1.4099 0.6077 0.3103
H -0.5782 -1.1049 -1.1033
H 2.3796 2.2187 -1.1530
H -1.1269 1.8514 -2.0304
H -0.5633 2.8363 -0.8210
H 1.6503 2.0685 0.3302
H -0.3661 1.2820 2.2321
H 0.7250 -0.0074 2.1743
H -3.5890 -2.0981 0.5496
H -1.6667 -2.8261 1.5743
H 1.4156 -2.4283 -0.6418
H 2.1281 -0.8872 -0.1569
H 1.3757 -1.9290 1.0518
```

highest occupied orbital energy (alpha / beta)	-6.142 / -6.143	eV
LUMO energy (alpha / beta)	0.92 / 0.92	eV
molecular weight	130.19	Da

Model four:
Computed, not measured: one molecule with the formula C5H14N4, with the ωB97M-V functional and the def2-TZVPD basis.

```
23
Properties=species:S:1:pos:R:3
C -0.3332 -2.1592 0.7602
N -0.1393 -0.9924 -0.0643
C 1.2047 -0.5551 -0.4792
N 1.4111 -0.7154 -1.8419
N 0.8012 0.7773 -0.1924
N 1.0842 1.9212 -0.9749
C -0.4825 0.3385 0.3018
C -0.6243 0.5973 1.7936
C -1.6569 0.8719 -0.5025
H -1.2368 -2.0656 1.3699
H 0.5283 -2.3211 1.4208
H -0.4463 -3.0319 0.1112
H 1.9801 -1.0185 0.1322
H 0.8199 -0.2237 -2.5004
H 2.1795 -1.2523 -2.2208
H 2.0996 2.0485 -1.0148
H 0.6993 2.7515 -0.5154
H -0.6745 1.6728 1.9962
H 0.2237 0.1956 2.3582
H -1.5391 0.1449 2.1895
H -2.5853 0.3801 -0.1939
H -1.5288 0.6850 -1.5741
H -1.7847 1.9504 -0.3589
```

SMILES string	CN1[C@@H](N)N(N)C1(C)C
highest occupied orbital energy	-7.142	eV
LUMO energy	1.01	eV
molecular weight	130.20	Da

The most stable of them is model four.